Version P
This record from the OMol25 dataset describes one molecule with the formula C16H17N3O4. The level of theory is wB97M-V/def2-TZVPD.

Geometry (Å):
O1 -0.12922 -3.95619 -0.50364
O2 -2.28800 -2.54063 -1.44345
O3 -2.82035 0.65164 1.67715
O4 0.91473 3.62976 0.73454
N1 -2.07690 0.18752 -0.57716
N2 -1.05099 1.08153 -0.48871
N3 -2.91422 -2.37709 0.57350
C1 1.33045 2.56909 -1.27005
C2 -1.44562 -4.10170 -0.11499
C3 1.77427 -2.59460 -1.18696
C4 -2.80030 0.04695 0.56862
C5 1.98503 4.00820 0.20066
C6 -0.66256 1.93761 0.22033
C7 2.40475 -1.46385 -1.25364
C8 2.72822 5.15363 1.06779
C9 -3.57443 -1.25112 0.51127
C10 2.28259 -0.65191 -0.01986
C11 1.21599 -1.01441 0.68856
C12 0.33763 2.71160 -0.27185
C13 0.42741 -2.84499 -0.31693
C14 2.37207 3.39766 -1.05834
C15 0.36143 -1.95282 0.74020
C16 -2.49771 -2.86719 -0.39457
H1 2.23413 6.07550 1.20941
H2 -2.91223 -2.80748 1.70945
H3 0.99736 -0.29178 1.58990
H4 -1.18271 -4.36150 1.01332
H5 2.91860 0.20002 -0.29107
H6 3.30967 -1.33379 -1.72622
H7 -2.16640 -0.56941 -1.19907
H8 1.46436 1.81648 -2.11589
H9 1.85826 -3.38189 -2.10358
H10 -1.19856 2.15007 1.11726
H11 -1.81899 -4.97911 -0.29488
H12 3.08598 4.83151 1.96975
H13 3.68622 5.51668 0.70399
H14 -0.56891 -2.08865 1.42488
H15 -4.17900 -1.27007 -0.51416
H16 -4.56170 -1.09449 1.22075
H17 3.15965 3.82919 -1.79634

LUMO level	0.000	Eh
SMILES	Cc1ccc(/C=N/NC(=O)CNC(=O)COc2ccccc2)o1

These are the Löwdin partial charges, in e, on atoms 1 to 4:
1. O 0.006
2. O 0.181
3. O 0.033
4. O 0.105

Version Q
This record from the OMol25 dataset describes one molecule with the formula C16H17N3O4. The level of theory is wB97M-V/def2-TZVPD.

Geometry (Å):
O1 -5.85672 -0.74434 -0.12018
O2 4.92355 1.92546 -0.54277
O3 -1.48795 -2.19254 -0.20233
O4 -3.59861 2.00089 0.27334
N1 -1.84197 0.01802 -0.18537
N2 4.56918 -0.22398 0.12712
N3 -3.21729 -0.16790 -0.18726
C1 2.63333 -1.59681 0.39001
C2 1.27298 -1.79469 0.31543
C3 -4.03512 0.87678 0.08217
C4 -7.19344 -0.75483 -0.04917
C5 6.83803 0.61351 0.07056
C6 -1.02261 -1.06443 -0.16068
C7 7.13106 0.29934 1.53843
C8 0.42657 -0.76915 -0.10422
C9 -5.45806 0.53335 0.09306
C10 -6.55144 1.33540 0.30168
C11 -7.67898 0.49269 0.20772
C12 2.34761 0.65693 -0.40394
C13 3.18761 -0.36573 0.03419
C14 0.98370 0.45447 -0.46977
C15 7.35975 -0.48585 -0.85597
C16 5.34824 0.86194 -0.15392
H1 6.70676 -0.65704 1.83932
H2 6.94052 -1.45861 -0.60455
H3 7.11083 -0.26083 -1.89049
H4 -1.58312 0.97589 0.01611
H5 -6.53023 2.38763 0.49466
H6 3.27753 -2.39918 0.72250
H7 -8.70587 0.77428 0.31596
H8 -7.68407 -1.69700 -0.19615
H9 2.77300 1.60318 -0.69267
H10 7.33446 1.55326 -0.19009
H11 0.36198 1.25683 -0.83676
H12 8.44190 -0.55536 -0.77123
H13 6.72246 1.07501 2.18202
H14 8.20614 0.25357 1.69714
H15 -3.49745 -1.13874 -0.26318
H16 5.05059 -1.05282 0.44732
H17 0.83642 -2.74550 0.58048

LUMO level	0.016	Eh
SMILES	CC(C)C(=O)Nc1ccc(C(=O)NNC(=O)c2ccco2)cc1

These are the Löwdin partial charges, in e, on atoms 1 to 4:
1. O 0.053
2. O 0.085
3. O 0.063
4. O 0.070

Of them, the most stable is version Q and the least stable is version P.

Version P
This record from the OMol25 dataset describes an isolated ion of composition C3H5N2O and charge +1. The level of theory is wB97M-V/def2-TZVPD.

Geometry (Å):
O1 2.69244 1.22871 -0.88254
N1 0.58693 0.21146 -1.08762
N2 0.76021 0.41121 1.01160
C1 1.68923 0.75832 -0.88268
C2 -0.05117 -0.05305 0.20404
C3 -1.40301 -0.57786 0.29686
H1 -1.98732 -0.59945 -0.51668
H2 -2.02320 -0.01169 1.08422
H3 -1.34765 -1.68584 0.80289
H4 0.79976 0.26830 2.07192
H5 0.28380 0.04989 -2.10202

LUMO level	-0.159	Eh
SMILES	[H]/N=C(\C)[NH+]=C=O
net charge	+1

These are the Löwdin partial charges, in e, on atoms 1 to 4:
1. O 0.399
2. N 0.205
3. N 0.201
4. C -0.218

Version Q
This record from the OMol25 dataset describes C3H5N2O as an isolated structure. The level of theory is wB97M-V/def2-TZVPD.

Geometry (Å):
O1 3.10769 0.20551 -0.21827
N1 2.10468 -0.05838 0.32157
N2 -0.12185 -1.11211 0.03876
C1 -0.25937 0.94037 -0.05111
C2 -1.27240 -0.21991 0.02691
C3 0.77070 -0.15976 -0.06975
H1 -1.91416 -0.34306 -0.84634
H2 -0.04752 -2.12024 0.02395
H3 -0.22498 1.60937 0.80650
H4 -1.86963 -0.27071 0.93599
H5 -0.27315 1.52893 -0.96820

LUMO level (alpha / beta)	-0.237 / -0.236	Eh
net charge	+1

These are the Löwdin partial charges, in e, on atoms 1 to 4:
1. O 0.206
2. N 0.107
3. N 0.166
4. C -0.007

Of them, the most stable is version P and the least stable is version Q.

Version P
This record from the OMol25 dataset describes BrHf as an isolated structure. The level of theory is wB97M-V/def2-TZVPD.

Geometry (Å):
Hf1 -0.42948 -0.46194 -1.84821
Br1 0.42948 0.46194 1.84821

LUMO level	-0.739	Eh
net charge	+3

Charges in e, computed with Löwdin, in the same order as the atoms:
1. Hf 2.345
2. Br 0.655

Version Q
This record from the OMol25 dataset describes BrHf as an isolated structure. The level of theory is wB97M-V/def2-TZVPD.

Geometry (Å):
Hf1 -0.34581 -0.86637 -0.29490
Br1 0.34581 0.86637 0.29490

LUMO level	-0.763	Eh
net charge	+3

Charges in e, computed with Löwdin, in the same order as the atoms:
1. Hf 1.918
2. Br 1.082

Of them, the most stable is version Q and the least stable is version P.

Version P
This record from the OMol25 dataset describes one molecule with the formula C7H7NOS. The level of theory is wB97M-V/def2-TZVPD.

Geometry (Å):
S1 2.45089 0.08232 0.31978
O1 2.39325 -1.21679 0.91535
N1 1.04863 0.15587 -0.95049
C1 -0.13451 0.22286 -0.77366
C2 -2.10110 -1.93373 -0.39725
C3 -2.47414 -0.61864 -0.57744
C4 0.27726 -2.81913 -0.93706
C5 -1.48326 0.42172 -0.75809
C6 3.68750 -0.02849 -0.92699
C7 -0.83035 -2.43392 -0.63584
H1 3.73918 -1.15916 -1.35479
H2 -1.78350 1.39236 -0.78564
H3 -3.50697 -0.31039 -0.36978
H4 4.58268 0.26669 -0.27654
H5 -2.79893 -2.76740 -0.20396
H6 3.62452 0.74578 -1.69408
H7 1.28437 -3.20615 -0.95101

LUMO level (alpha / beta)	0.000 / 0.000	Eh

These are the Löwdin partial charges, in e, on atoms 1 to 4:
1. S 0.866
2. O -0.486
3. N -0.051
4. C -0.176

Version Q
This record from the OMol25 dataset describes C7H7NOS as an isolated structure. The level of theory is wB97M-V/def2-TZVPD.

Geometry (Å):
S1 -0.34941 2.49208 -0.16073
O1 1.67724 2.58646 -0.99743
N1 -0.04423 -1.49775 1.90380
C1 0.35570 -0.15504 -1.50770
C2 -0.19477 0.87737 2.03082
C3 0.07019 -1.42941 0.63087
C4 -0.23972 -0.35138 2.58150
C5 0.10266 -0.94647 -2.52172
C6 0.08633 -0.23529 -0.09166
C7 -0.04412 0.94994 0.64259
H1 0.08357 3.33994 0.92584
H2 -0.60271 -1.82586 -2.46850
H3 0.45402 -0.66760 -3.43675
H4 0.17832 -2.28421 0.08394
H5 -0.39321 -0.30634 3.66201
H6 -0.42028 1.68372 2.76003
H7 0.84815 0.77781 -1.88238

LUMO level (alpha / beta)	-0.042 / -0.045	Eh

These are the Löwdin partial charges, in e, on atoms 1 to 4:
1. S 1.001
2. O -0.438
3. N 0.092
4. C -0.177

Version R
This record from the OMol25 dataset describes one molecule with the formula C7H7NOS. The level of theory is wB97M-V/def2-TZVPD.

Geometry (Å):
S1 3.05859 -1.01393 -0.45415
O1 3.57876 1.36330 0.41202
N1 2.85345 0.40833 0.34088
C1 -0.27207 -1.13864 0.40077
C2 -1.96877 0.57157 -0.88752
C3 -1.39608 -1.58057 -0.18715
C4 -0.77736 1.08237 -0.34863
C5 0.10041 0.19872 0.32623
C6 -2.13625 -0.75836 -0.95924
C7 1.28515 0.75614 0.99998
H1 -2.49647 1.26309 -1.49654
H2 -0.53270 2.07933 -0.32244
H3 -3.06096 -1.09221 -1.31009
H4 1.41808 1.81852 1.03313
H5 0.52278 -1.64717 0.92129
H6 -1.52949 -2.66694 -0.37026
H7 1.35295 0.35643 1.90175

LUMO level	-0.021	Eh
SMILES	[O-][N+](=S)Cc1ccccc1

These are the Löwdin partial charges, in e, on atoms 1 to 4:
1. S 0.672
2. O -0.046
3. N -0.696
4. C -0.074

Of them, the most stable is version R and the least stable is version Q.